# 1
23
Properties=species:S:1:pos:R:3:forces:R:3 method="wB97M-V/def2-TZVPD" max_force_ev_per_a=1.974 e_lumo_ev=-0.20 total_energy_ev=-18787.689 homo_energy_ev=-6.5
C 0.929644 -1.016163 -2.959862 -0.445 0.204 -0.688
C 1.315555 -1.055752 -1.477309 -1.172 0.689 -0.585
C -0.495767 -1.589764 0.118656 -0.667 0.809 -0.150
N 0.372197 -1.952130 -0.760896 0.157 1.390 0.491
H 0.893273 -2.032031 -3.353264 0.180 -0.132 -0.167
H -0.116180 -0.610929 -3.175448 1.531 -0.097 0.517
H 1.726339 -0.467875 -3.530341 -0.959 -0.331 0.469
H 2.284924 -1.521990 -1.370732 0.371 0.239 0.165
H 1.262989 -0.017831 -1.051142 0.198 -1.257 0.209
H -1.157940 -2.368574 0.499570 0.430 0.114 0.326
H -0.638472 -0.527434 0.396507 0.418 -1.039 -0.381
H 0.489542 -2.926287 -0.891821 0.222 -0.961 -0.340
C -2.063349 1.094966 -0.197411 1.149 -0.979 0.176
C -1.699940 1.339278 1.305657 -1.167 1.586 0.139
C -0.262945 1.827797 1.588966 -0.003 1.346 -0.150
S 1.087717 0.616375 1.386670 -0.320 -0.033 0.316
H -2.550767 1.959561 -0.596707 -0.285 0.424 -0.417
H -2.717980 0.204604 -0.319794 0.144 0.625 0.097
H -1.149042 0.875370 -0.833563 -0.884 0.521 0.733
H -2.439258 2.136833 1.723943 1.170 -1.135 -0.797
H -1.965781 0.468685 1.889395 0.311 -0.443 0.258
H -0.231008 2.343947 2.583319 -0.051 -0.837 -0.517
H -0.038680 2.684691 0.897449 -0.328 -0.702 0.298


# 2
26
Properties=species:S:1:pos:R:3:forces:R:3 method="wB97M-V/def2-TZVPD" charge=+1 max_force_ev_per_a=0.334 e_lumo_ev=-3.48 total_energy_ev=-34270.687 homo_energy_ev=-12.7
S 1.776980 3.168327 -1.087066 0.008 -0.002 0.004
C 0.619643 3.027836 0.302581 0.048 0.036 -0.054
C 1.025355 2.007501 1.364001 0.011 -0.124 -0.020
C 1.192889 0.619075 0.737317 -0.221 0.109 0.026
S 2.581667 -0.305695 1.471002 0.055 0.077 -0.019
H 2.765699 3.751660 -0.395919 0.024 0.027 -0.013
H 0.491626 4.007718 0.753004 -0.089 0.008 0.065
H -0.336072 2.743245 -0.137488 -0.029 0.048 -0.040
H 1.928482 2.351431 1.872586 0.096 0.005 -0.093
H 0.239851 1.945897 2.118642 0.038 0.051 0.098
H 1.460047 0.689162 -0.316451 0.087 -0.039 0.012
H 0.313651 -0.007633 0.839807 -0.027 -0.046 -0.062
H 2.435183 0.065709 2.756503 -0.037 -0.082 0.066
H 2.002882 -1.508242 1.648623 -0.025 -0.065 -0.020
C -1.192268 0.040693 -2.276904 0.013 -0.031 0.023
O -2.006126 -1.083923 -1.933975 0.082 -0.086 -0.076
C -1.537509 -1.875208 -0.979366 -0.224 0.171 0.179
O -0.532399 -1.669722 -0.326185 0.133 -0.028 -0.028
O -2.366291 -2.887587 -0.822246 0.076 -0.007 -0.063
C -2.015650 -3.833740 0.198387 0.003 -0.032 0.011
H -1.753581 0.596978 -3.019509 -0.016 -0.022 -0.004
H -1.016235 0.662655 -1.400009 -0.016 0.019 0.015
H -0.241303 -0.287818 -2.693703 0.004 -0.010 0.008
H -1.986945 -3.348021 1.171737 0.003 0.014 -0.006
H -1.051245 -4.286588 -0.021504 0.003 0.006 0.000
H -2.798328 -4.583707 0.176135 0.000 0.006 -0.009


# 3
30
Properties=species:S:1:pos:R:3:forces:R:3 method="wB97M-V/def2-TZVPD" spin_multiplicity=2 charge=-2 max_force_ev_per_a=3.020 e_lumo_ev="4.73 / 1.67" total_energy_ev=-24892.109 homo_energy_ev="-1.8 / -1.8"
C 2.631433 1.407745 -0.222898 0.280 -1.451 0.114
C 2.154643 2.836205 -0.308198 -1.909 1.202 -0.200
O 0.884883 2.969385 -0.229848 1.959 0.091 -0.046
O 3.030973 3.724265 -0.506408 -0.290 -0.486 0.225
H 3.124873 1.115925 -1.149968 0.172 0.086 -0.170
H 1.824183 0.694005 -0.058508 -0.342 0.259 -0.133
H 3.336613 1.199275 0.581682 0.337 0.431 0.129
C -1.343487 -0.173775 -0.329678 0.155 -1.059 1.229
C -2.886717 -0.271145 -0.165168 1.152 1.710 0.162
O -3.431787 -0.054745 0.932852 0.244 -0.222 0.951
O -3.476477 -0.414395 -1.226688 -1.394 -0.683 -2.591
H -0.920237 -0.267995 0.670362 0.286 0.460 0.091
H -0.932537 0.696295 -0.841738 -0.437 0.191 0.151
H -0.992767 -1.068885 -0.843368 -0.118 -0.120 -0.381
C 2.035423 -1.565695 1.548152 0.107 -0.250 0.159
C 0.870493 -1.181415 2.408762 -0.181 0.160 -0.245
O -0.057407 -2.023805 2.650422 1.017 1.679 0.238
O 0.763423 -0.047645 2.971212 -0.452 -1.760 -0.296
H 2.887163 -0.888095 1.607212 -0.244 0.111 0.241
H 1.769913 -1.645545 0.494002 -0.341 0.032 0.127
H 2.312333 -2.556575 1.908132 0.200 -0.114 -0.146
O -2.335647 0.360795 3.400862 0.288 0.198 1.448
H -2.693077 0.417015 2.514682 -0.554 -0.300 -1.263
H -1.421977 0.104515 3.275312 0.115 0.020 -0.045
O -2.696807 1.786985 -3.296028 0.258 0.507 -0.568
H -2.991607 0.998075 -2.841128 -0.161 -0.738 0.865
H -3.371787 1.950595 -3.954708 -0.146 0.034 -0.068
O 0.500423 -2.961065 -2.742278 0.121 -0.405 0.068
H 0.940923 -2.133575 -2.548778 -0.036 0.366 0.149
H 0.484633 -3.006715 -3.698258 -0.089 0.053 -0.195


# 4
23
Properties=species:S:1:pos:R:3:forces:R:3 method="wB97M-V/def2-TZVPD" spin_multiplicity=2 charge=-2 max_force_ev_per_a=0.548 e_lumo_ev="5.88 / 5.80" total_energy_ev=-19345.200 homo_energy_ev="4.1 / -0.5"
C 0.958170 3.248339 0.855853 0.007 0.270 -0.021
C 0.815419 1.850273 0.283405 0.064 0.262 0.294
C 2.111826 1.058587 0.447091 -0.007 -0.113 -0.329
O 0.414598 1.964663 -1.067877 -0.037 0.087 0.008
H 0.028869 3.823337 0.772202 -0.020 -0.054 -0.035
H 1.722789 3.822829 0.323679 0.042 -0.039 -0.046
H 1.253766 3.239248 1.908426 -0.013 -0.036 0.058
H 0.022620 1.362930 0.863692 -0.062 -0.223 -0.023
H 2.616595 1.308161 1.379164 -0.016 -0.074 0.125
H 2.774806 1.310385 -0.383689 0.081 0.109 0.033
H 1.935626 -0.019484 0.380441 -0.031 0.047 0.051
H 0.219759 1.061228 -1.414839 0.087 0.018 0.002
C -1.029316 -3.336000 0.089361 -0.238 -0.292 -0.166
C -1.530213 -1.897920 0.177401 0.156 -0.304 -0.258
C -1.709812 -1.265154 -1.203565 0.522 0.028 -0.167
S -0.114638 -0.981644 -2.070985 -0.145 -0.315 -0.105
H -1.821785 -4.026421 -0.234110 -0.021 0.139 -0.053
H -0.662741 -3.723239 1.041568 0.093 0.079 0.114
H -0.232799 -3.387380 -0.652750 0.124 0.031 0.048
H -2.474149 -1.880502 0.730908 -0.071 0.121 0.161
H -0.779345 -1.318226 0.709548 -0.067 0.223 0.172
H -2.199811 -0.296546 -1.097958 -0.209 -0.021 0.026
H -2.320234 -1.917463 -1.836965 -0.238 0.056 0.112


# 5
24
Properties=species:S:1:pos:R:3:forces:R:3 method="wB97M-V/def2-TZVPD" max_force_ev_per_a=4.032 e_lumo_ev="-1.26 / -1.26" total_energy_ev=-37421.888 homo_energy_ev="-7.9 / -7.9"
C -0.386751 -3.820117 0.170420 -1.250 -1.692 1.653
C -1.046640 2.046762 -0.289437 -1.441 -0.217 -2.626
C -0.568190 1.015489 1.775284 0.764 1.455 1.195
C 1.275161 2.275199 0.545271 3.037 1.868 -1.883
C 0.100832 -2.977612 -0.899927 1.043 2.505 -2.578
C 0.072298 1.410332 0.445837 -0.601 -0.598 1.383
P 0.733264 -0.132992 -0.193884 0.165 -0.417 -2.774
S 0.786754 1.209551 -2.999667 1.753 -0.797 2.007
S -0.880118 -1.374901 -0.593666 1.021 0.248 -0.309
H -0.071005 -4.845375 0.133356 0.085 -0.781 -0.678
H -0.105722 -3.584659 1.174365 0.124 0.906 0.657
H -1.516462 -3.786697 0.100586 1.213 -0.317 0.316
H -0.918329 3.110991 -0.448448 0.284 0.133 -0.150
H -1.171152 1.545432 -1.296162 -0.037 0.928 1.013
H -1.981592 1.939863 0.248087 -0.207 -0.090 0.018
H 0.036343 0.484166 2.484300 0.797 0.020 0.486
H -1.391989 0.394576 1.640223 -1.544 -1.074 -0.587
H -0.970949 1.944939 2.211828 0.384 -0.328 0.231
H 1.162832 3.323808 0.750712 -1.436 0.717 0.128
H 2.058295 2.142375 1.318732 -0.290 -1.266 -0.573
H 1.743217 2.397865 -0.544154 -0.582 -0.707 2.265
H -0.328768 -3.422847 -1.812398 0.301 0.650 -0.050
H 1.211332 -2.662584 -1.192200 -2.224 -1.020 1.332
H 2.157339 1.366435 -2.729058 -1.358 -0.123 -0.477


# 6
22
Properties=species:S:1:pos:R:3:forces:R:3 method="wB97M-V/def2-TZVPD" max_force_ev_per_a=1.541 e_lumo_ev=1.02 total_energy_ev=-6481.206 smiles=CCC.CCC homo_energy_ev=-11.3
C 1.759029 4.382439 0.963476 0.963 -0.097 0.351
C 1.740758 2.913020 1.435961 -0.742 -0.046 -0.970
C 0.853412 2.720880 2.664291 0.006 0.276 0.080
H 0.760785 4.829474 0.821120 0.307 -0.409 0.126
H 2.302062 4.421519 0.004211 -0.194 0.243 0.355
H 2.311285 4.983768 1.705123 -0.232 0.077 -0.358
H 1.285652 2.399173 0.567465 0.261 -0.329 0.510
H 2.758459 2.500480 1.575750 -0.462 0.340 -0.075
H 0.542770 1.679992 2.855739 0.247 0.384 -0.152
H -0.048801 3.330718 2.489022 0.159 -0.321 0.349
H 1.368830 3.104741 3.560741 -0.315 -0.119 -0.217
C -1.015836 -3.063889 -2.878353 0.183 0.701 0.550
C -1.604584 -2.858989 -1.458314 -0.532 1.030 -0.136
C -1.743590 -4.123935 -0.690056 0.462 -1.470 -0.040
H -1.450530 -3.861290 -3.504297 -0.076 0.256 0.535
H 0.059929 -3.268014 -2.745455 -0.329 -0.002 -0.335
H -1.128846 -2.101714 -3.405655 0.234 -0.459 -0.059
H -0.920351 -2.203140 -0.886357 -0.366 0.034 -0.437
H -2.596883 -2.368984 -1.484509 0.491 0.053 -0.251
H -2.163011 -4.076018 0.328963 0.159 0.309 -0.474
H -0.716142 -4.520522 -0.629311 -0.437 -0.419 0.245
H -2.354399 -4.819710 -1.289554 0.212 -0.033 0.404


# 7
22
Properties=species:S:1:pos:R:3:forces:R:3 method="wB97M-V/def2-TZVPD" max_force_ev_per_a=6.420 e_lumo_ev=0.93 total_energy_ev=-6479.796 smiles=CC(C)C.CC homo_energy_ev=-10.6
C -1.298278 -1.008405 -0.924815 -1.724 2.317 -0.835
C -0.878967 -0.993685 0.556661 1.688 0.571 -2.609
C -1.969633 -0.568254 1.562866 2.361 -1.844 -0.139
C -0.074404 -2.300987 0.773375 -1.939 0.928 0.905
H -1.907820 -0.034181 -1.243660 1.628 -1.440 0.750
H -2.127519 -1.701793 -1.041996 0.412 -0.907 -0.571
H -0.404166 -1.094022 -1.632075 -1.506 -0.270 0.928
H -0.069625 -0.251601 0.467053 -0.325 0.418 0.814
H -2.596057 0.144587 1.014395 -0.264 -0.215 0.954
H -2.382397 -1.544529 1.942215 -0.547 1.293 -0.430
H -1.324962 -0.190472 2.383401 -1.177 0.440 -0.101
H 0.265176 -2.680255 -0.166686 0.811 0.034 -0.442
H 0.697760 -2.032124 1.491051 0.146 -0.961 0.102
H -0.821359 -3.035320 1.084134 0.459 -0.333 0.666
C 1.427168 2.782592 -0.636813 0.597 -0.137 0.278
C 2.543178 1.845737 -1.124317 0.250 3.244 -5.534
H 1.531743 3.833632 -1.038563 0.063 -1.189 0.632
H 0.462571 2.421466 -0.982469 -0.249 -0.026 0.455
H 1.548241 2.735646 0.472569 -0.767 0.618 -0.759
H 3.436377 2.550120 -1.380687 -1.218 -1.588 0.277
H 2.881894 1.129920 -0.524744 1.148 -2.610 3.252
H 2.315762 1.206925 -2.085675 0.153 1.659 1.407


# 8
22
Properties=species:S:1:pos:R:3:forces:R:3 method="wB97M-V/def2-TZVPD" max_force_ev_per_a=1.865 e_lumo_ev=1.14 total_energy_ev=-6481.334 smiles=CC(C)C.CC homo_energy_ev=-11.0
C 0.251451 -0.742120 1.614126 0.837 0.199 -0.466
C 0.747927 0.601234 0.997859 -0.589 -1.541 0.871
C 1.609586 1.318975 2.041186 -0.258 0.546 0.078
C 1.494217 0.319140 -0.286136 0.713 0.747 -0.195
H 1.114196 -1.359314 1.885295 0.038 0.148 0.263
H -0.269386 -1.361507 0.875936 -0.458 0.329 0.232
H -0.326469 -0.507326 2.508035 -0.214 -0.406 -0.087
H -0.199903 1.124646 0.859797 0.298 0.531 -0.506
H 1.037550 2.097781 2.544854 -0.096 0.056 0.045
H 1.959492 0.662516 2.840930 0.158 -0.132 -0.257
H 2.455493 1.829312 1.584955 0.170 -0.078 -0.008
H 0.893990 -0.129351 -1.070744 -0.190 -0.102 -0.019
H 1.953551 1.236458 -0.682415 -0.299 -0.078 -0.064
H 2.352765 -0.328014 -0.090717 -0.113 -0.226 0.095
C -1.864493 -1.451424 -2.064967 0.454 -0.007 0.793
C -2.079921 0.062167 -2.058779 -0.499 -0.951 -0.369
H -0.831243 -1.683109 -2.319385 -0.052 -0.193 -0.450
H -1.971791 -1.859944 -1.059450 -0.174 0.047 0.149
H -2.578691 -1.995297 -2.680556 0.183 0.111 -0.283
H -3.115037 0.224788 -1.767961 -0.041 0.447 0.034
H -1.415967 0.548172 -1.353938 0.091 0.206 -0.010
H -1.933761 0.429285 -3.074730 0.041 0.346 0.155